[1]
Formula: C30H50OP4Tb
Source: the Open Molecules 2025 dataset
Level of theory: wB97M-V/def2-TZVPD

```
86
C30H50OP4Tb, DFT wB97M-V/def2-TZVPD
H -0.536 4.022 5.944
P 2.345 -0.368 -2.292
H -3.681 -1.148 -5.832
P -0.622 2.991 -1.155
C -1.981 -2.460 -5.935
H 1.337 -1.439 -4.238
H 3.082 -1.191 -4.446
H 3.460 1.727 -2.807
H 3.570 2.802 1.165
H -0.642 -1.950 -1.511
C 3.144 -1.978 -1.833
H 2.974 1.596 3.154
C -0.987 2.743 2.814
C -0.427 -1.592 3.632
H -2.592 1.575 -1.661
H -0.264 -5.071 -1.232
C -2.438 -3.491 3.275
H 0.518 3.083 -3.325
C 2.155 -0.737 -4.075
H -1.946 4.265 0.459
H 3.396 -1.222 1.044
H -1.393 -4.345 0.089
H 0.350 -0.846 3.801
H -3.226 -4.231 3.137
C -0.411 -2.770 4.380
C -2.526 -1.110 -3.983
H -1.380 5.321 -0.881
C -1.426 -3.723 4.213
H -3.216 -2.181 1.757
H 4.465 0.345 -3.285
H -3.191 -0.412 -3.457
H -0.417 4.581 -3.034
H 0.235 -3.052 -3.400
H 1.145 4.319 -2.209
C -0.394 -4.729 -0.190
H 3.009 2.582 -0.530
H 0.393 -2.946 5.097
C -3.259 0.465 1.433
H -3.791 0.364 2.388
H 3.882 -1.863 -1.036
H 1.939 0.168 -4.649
H 4.264 0.090 1.892
C 2.717 2.542 0.527
H -1.418 -4.639 4.808
H 1.183 1.651 3.134
H -1.378 1.749 6.542
H 1.906 3.266 0.690
C -1.430 -1.675 -3.343
H 0.543 -4.194 1.671
H -0.242 4.823 0.426
H -3.436 1.471 1.034
C 2.063 1.078 2.836
C -2.801 -1.519 -5.305
H -0.231 -3.698 -5.776
H 3.643 -2.422 -2.702
P 2.153 0.865 1.023
C -1.269 2.041 5.495
C -1.563 1.100 4.496
H -2.213 2.733 -2.965
H -0.891 3.024 1.768
C -0.803 3.313 5.158
C 0.231 3.825 -2.569
C -0.698 3.667 3.809
C -1.094 4.506 -0.195
H 2.022 0.088 3.299
C -0.605 -2.624 -3.942
C 3.677 -0.159 0.995
H 4.405 0.863 -1.584
C -1.455 -1.349 2.705
H 4.284 0.002 0.096
H -2.208 -2.795 -6.956
H 1.656 -4.940 0.388
C 0.646 -4.593 0.651
H -3.619 -0.283 0.717
C -0.873 -2.978 -5.271
H 2.380 -2.682 -1.483
H -0.417 4.682 3.542
C 3.811 0.736 -2.493
H -3.038 3.284 -1.475
H -1.985 0.130 4.788
C -1.324 1.421 3.147
Tb 0.022 0.199 -0.735
C -2.270 2.605 -1.876
C -2.440 -2.328 2.504
O -1.082 -1.189 -2.013
P -1.475 0.221 1.759
```

Properties
energy	-3437.30622	a.u.
multiplicity	7
relative energy (zero: lowest compared OMol25 entry of this formula, charge and spin)	0.0	kcal per mole
charge	+3
HOMO level (alpha / beta)	-16.4 / -16.3	eV
<S²>	12.696

Which charges does Löwdin predict for the atoms? In e, they are: number 1, H, carries 0.127; number 2, P, carries 0.728; number 3, H, carries 0.129; number 4, P, carries 0.717; number 5, C, carries -0.034; number 6, H, carries 0.008; number 7, H, carries 0.074; number 8, H, carries 0.051; number 9, H, carries 0.075; number 10, H, carries 0.097; number 11, C, carries -0.234; number 12, H, carries 0.076; number 13, C, carries -0.147; number 14, C, carries -0.119; number 15, H, carries 0.009; number 16, H, carries 0.058; number 17, C, carries -0.049; number 18, H, carries 0.041; number 19, C, carries -0.248; number 20, H, carries 0.051; number 21, H, carries 0.052; number 22, H, carries 0.049; number 23, H, carries 0.081; number 24, H, carries 0.124; number 25, C, carries -0.049; number 26, C, carries -0.001; number 27, H, carries 0.081; number 28, C, carries -0.037; number 29, H, carries 0.099; number 30, H, carries 0.077; number 31, H, carries 0.125; number 32, H, carries 0.073; number 33, H, carries 0.115; number 34, H, carries 0.059; number 35, C, carries -0.074; number 36, H, carries 0.028; number 37, H, carries 0.123; number 38, C, carries -0.237; number 39, H, carries 0.082; number 40, H, carries 0.035; number 41, H, carries 0.067; number 42, H, carries 0.073; number 43, C, carries -0.247; number 44, H, carries 0.128; number 45, H, carries 0.021; number 46, H, carries 0.127; number 47, H, carries 0.033; number 48, C, carries -0.255; number 49, H, carries 0.044; number 50, H, carries 0.052; number 51, H, carries 0.050; number 52, C, carries -0.239; number 53, C, carries -0.022; number 54, H, carries 0.131; number 55, H, carries 0.070; number 56, P, carries 0.691; number 57, C, carries -0.029; number 58, C, carries -0.061; number 59, H, carries 0.064; number 60, H, carries 0.039; number 61, C, carries -0.034; number 62, C, carries -0.253; number 63, C, carries -0.062; number 64, C, carries -0.247; number 65, H, carries 0.045; number 66, C, carries -0.054; number 67, C, carries -0.257; number 68, H, carries 0.031; number 69, C, carries -0.400; number 70, H, carries 0.021; number 71, H, carries 0.135; number 72, H, carries 0.063; number 73, C, carries -0.059; number 74, H, carries 0.044; number 75, C, carries -0.035; number 76, H, carries 0.031; number 77, H, carries 0.117; number 78, C, carries -0.247; number 79, H, carries 0.072; number 80, H, carries 0.123; number 81, C, carries -0.392; number 82, Tb, carries 1.138; number 83, C, carries -0.265; number 84, C, carries -0.093; number 85, O, carries -0.257; number 86, P, carries 0.883

***

[2]
Formula: C7H8OS
Source: the Open Molecules 2025 dataset
Level of theory: wB97M-V/def2-TZVPD

```
17
C7H8OS, DFT wB97M-V/def2-TZVPD
H -0.664 2.290 1.539
C -0.137 0.171 1.278
C -0.118 1.490 1.123
H -0.737 -0.185 2.138
C -0.931 -0.482 -0.852
C 0.588 1.913 -0.171
H -1.689 -1.220 -1.164
H 1.531 1.525 -0.431
H 1.225 -0.351 -0.269
H -0.538 -2.672 1.040
H 0.872 -2.780 -0.393
O 0.329 2.540 -2.733
C -1.014 0.611 -1.572
C 0.227 -0.745 0.234
C 0.397 -2.229 0.538
H 1.175 -2.193 1.243
S -0.517 2.315 -1.549
```

Properties
energy	-744.70430	a.u.
relative energy (zero: lowest compared OMol25 entry of this formula, charge and spin)	130.3	kcal per mole
structure (SMILES)	C[C@H]1C=C=S(=O)=CC=C1
HOMO level (alpha / beta)	-8.5 / -8.7	eV

Which charges does Löwdin predict for the atoms? In e, they are: number 1, H, carries 0.090; number 2, C, carries -0.131; number 3, C, carries -0.115; number 4, H, carries 0.133; number 5, C, carries -0.107; number 6, C, carries -0.189; number 7, H, carries 0.115; number 8, H, carries 0.055; number 9, H, carries 0.167; number 10, H, carries 0.111; number 11, H, carries 0.127; number 12, O, carries -0.532; number 13, C, carries -0.144; number 14, C, carries -0.383; number 15, C, carries -0.078; number 16, H, carries 0.045; number 17, S, carries 0.838

***

[3]
Formula: C2HP
Source: the Open Molecules 2025 dataset
Level of theory: wB97M-V/def2-TZVPD

```
4
C2HP, DFT wB97M-V/def2-TZVPD
C 0.076 -0.763 -0.412
P -0.353 0.288 0.832
C 0.860 -1.667 -0.693
H -0.583 2.141 0.273
```

Properties
energy	-417.90841	a.u.
relative energy (zero: lowest compared OMol25 entry of this formula, charge and spin)	51.2	kcal per mole
HOMO level	-10.0	eV

Which charges does Löwdin predict for the atoms? In e, they are: number 1, C, carries -0.721; number 2, P, carries 0.811; number 3, C, carries -0.064; number 4, H, carries -0.026

***

[4]
Formula: CH5O4P2
Source: the Open Molecules 2025 dataset
Level of theory: wB97M-V/def2-TZVPD

```
12
CH5O4P2, DFT wB97M-V/def2-TZVPD
O -0.287 -1.960 0.445
H -2.016 0.531 -1.126
H -0.911 0.700 1.549
O -0.055 -1.066 -3.275
P 1.134 -0.494 -2.282
C 0.113 0.705 1.060
O 1.228 0.910 -2.644
P -0.248 -0.658 -0.226
O -2.148 -0.067 -0.374
H 1.105 0.584 1.475
H 0.151 1.472 0.251
H -0.319 -1.916 -2.833
```

Properties
energy	-1024.88429	a.u.
relative energy (zero: lowest compared OMol25 entry of this formula, charge and spin)	30.0	kcal per mole
structure (SMILES)	C[P@@]([O-])(O)=P(=O)O
charge	-1
HOMO level	-3.7	eV

Which charges does Löwdin predict for the atoms? In e, they are: number 1, O, carries -0.487; number 2, H, carries -0.031; number 3, H, carries 0.042; number 4, O, carries -0.401; number 5, P, carries 0.442; number 6, C, carries -0.245; number 7, O, carries -0.550; number 8, P, carries 0.559; number 9, O, carries -0.379; number 10, H, carries 0.013; number 11, H, carries 0.007; number 12, H, carries 0.029